DFT (ωB97M-V/def2-TZVPD) results for a structure of composition C44H41N3O2P2Tl at a distorted geometry.

Charge = +3
HOMO level = -15.4 eV
E_LUMO = -8.9 eV

CARTESIAN COORDINATES (ANGSTROEM)
Tl -0.467 -0.354 0.237
C 1.275 2.970 0.508
N 2.422 2.350 0.000
C 2.945 1.261 0.754
P 2.162 -0.446 0.512
C 2.760 -1.036 -1.077
C 4.134 -1.269 -1.210
C 4.666 -1.628 -2.437
C 3.836 -1.760 -3.546
C 2.471 -1.538 -3.428
C 1.940 -1.178 -2.196
C 2.810 -1.474 1.814
C 2.722 -1.029 3.141
C 3.175 -1.829 4.175
C 3.709 -3.082 3.894
C 3.783 -3.539 2.585
C 3.334 -2.742 1.544
C 3.047 2.857 -1.207
C 3.235 2.061 -2.326
C 3.826 2.612 -3.461
C 4.202 3.947 -3.478
C 4.004 4.737 -2.352
C 3.437 4.190 -1.210
P -0.504 2.286 0.147
C -1.386 2.844 1.603
C -1.966 4.116 1.617
C -2.526 4.609 2.788
C -2.508 3.843 3.946
C -1.918 2.583 3.949
C -1.353 2.092 2.784
C -1.204 3.003 -1.314
C -2.586 3.201 -1.442
C -3.097 3.703 -2.626
C -2.245 4.003 -3.685
C -0.877 3.797 -3.569
C -0.355 3.288 -2.391
H 1.137 3.984 0.128
H 1.236 2.969 1.599
H 2.880 1.450 1.827
H 3.986 1.068 0.497
H 4.798 -1.179 -0.357
H 5.730 -1.805 -2.530
H 4.257 -2.041 -4.504
H 1.824 -1.642 -4.291
H 0.871 -0.992 -2.143
H 2.298 -0.060 3.384
H 3.118 -1.478 5.197
H 4.075 -3.704 4.702
H 4.206 -4.514 2.376
H 3.419 -3.096 0.524
H 2.922 1.028 -2.335
H 3.981 1.994 -4.336
H 4.659 4.372 -4.363
H 4.311 5.775 -2.352
H 3.316 4.795 -0.318
H -1.982 4.724 0.720
H -2.974 5.595 2.795
H -2.949 4.233 4.855
H -1.896 1.994 4.857
H -0.880 1.114 2.815
H -3.259 2.984 -0.620
H -4.162 3.873 -2.726
H -2.655 4.407 -4.604
H -0.216 4.038 -4.392
H 0.717 3.138 -2.311
O -6.958 -3.019 0.523
C -6.802 -1.667 0.873
C -5.334 -1.353 0.844
C -4.879 -0.062 1.099
C -3.532 0.204 1.064
N -2.618 -0.756 0.809
C -3.051 -2.004 0.556
C -4.391 -2.332 0.558
C -1.998 -3.011 0.245
C -2.226 -4.362 0.397
C -1.220 -5.266 0.082
C -1.432 -6.746 0.218
O -2.608 -6.949 0.960
C -0.004 -4.762 -0.367
C 0.169 -3.404 -0.478
N -0.816 -2.529 -0.186
H -7.894 -3.247 0.498
H -7.174 -1.453 1.880
H -7.313 -0.988 0.183
H -5.572 0.740 1.325
H -3.157 1.196 1.260
H -4.718 -3.335 0.325
H -3.168 -4.727 0.783
H -0.550 -7.180 0.697
H -1.499 -7.164 -0.792
H -2.850 -7.881 0.939
H 0.817 -5.422 -0.624
H 1.111 -2.992 -0.813

Atomic forces in eV per Å
Tl 0.64 0.98 0.06
C -0.76 -0.05 -0.16
N 0.03 -0.29 -0.35
C -0.10 -0.20 -0.20
P -0.02 0.02 -0.11
C 0.21 -0.17 -0.06
C 0.08 0.03 -0.02
C -0.03 0.00 -0.06
C 0.08 -0.02 0.00
C -0.03 0.02 0.10
C -0.03 0.04 -0.09
C 0.05 -0.25 0.25
C -0.05 0.00 -0.01
C 0.02 -0.04 -0.07
C 0.04 -0.02 0.06
C 0.00 0.01 0.03
C 0.01 0.02 0.01
C -0.13 -0.11 0.49
C 0.09 0.11 -0.16
C -0.04 -0.03 0.06
C 0.04 0.03 -0.05
C -0.01 0.00 0.06
C 0.06 0.13 -0.09
P 0.20 -0.22 0.16
C -0.09 0.25 0.18
C -0.03 0.01 -0.02
C 0.00 -0.05 0.01
C -0.04 0.06 0.04
C 0.00 0.03 -0.06
C 0.10 0.00 0.02
C -0.12 0.11 -0.47
C 0.09 -0.07 0.00
C 0.01 0.02 -0.04
C -0.04 0.02 -0.04
C -0.06 -0.01 0.01
C 0.04 0.05 0.11
H 0.21 0.09 0.12
H 0.16 0.14 0.06
H 0.07 0.08 0.07
H 0.11 0.11 0.02
H -0.04 0.04 -0.02
H -0.04 0.01 0.00
H -0.03 0.02 0.05
H 0.02 0.01 0.05
H -0.06 0.02 0.03
H 0.01 0.01 -0.05
H 0.01 -0.01 -0.03
H -0.03 0.02 -0.03
H -0.02 0.04 -0.01
H -0.03 -0.02 0.04
H 0.02 0.10 0.01
H 0.00 0.02 0.04
H -0.03 -0.03 0.04
H -0.01 -0.05 -0.02
H 0.02 -0.03 -0.04
H 0.01 -0.03 0.05
H 0.02 -0.04 0.00
H 0.02 -0.02 -0.04
H 0.01 0.02 -0.04
H 0.01 -0.04 -0.05
H 0.04 -0.01 -0.02
H 0.04 -0.01 0.02
H 0.03 -0.03 0.05
H -0.02 -0.01 0.03
H -0.01 -0.01 0.01
O -0.07 0.13 0.00
C 0.21 -0.20 -0.04
C -0.14 0.07 0.04
C -0.04 0.11 0.03
C 0.13 -0.25 -0.04
N -0.72 -0.02 0.17
C 0.33 0.01 0.01
C -0.01 -0.12 0.00
C -0.11 0.25 -0.07
C -0.06 -0.04 0.03
C 0.05 -0.15 -0.02
C -0.19 0.18 0.09
O 0.11 -0.02 -0.11
C 0.13 -0.01 -0.08
C -0.16 0.12 0.07
N -0.02 -0.75 -0.10
H -0.01 -0.02 0.01
H -0.03 0.00 0.05
H -0.05 -0.01 -0.06
H 0.04 -0.04 -0.02
H 0.01 0.01 0.01
H -0.03 0.07 0.01
H 0.06 -0.02 -0.02
H 0.03 -0.07 0.07
H 0.00 -0.04 -0.05
H -0.02 -0.03 0.03
H -0.05 0.02 0.02
H -0.07 -0.02 0.02

Atom charges from the Löwdin analysis, given in e for atoms 1 to 4: Tl 0.953; C -0.236; N -0.182; C -0.230